This record from the OMol25 dataset describes C28H41N7O3 in the gas phase. The level of theory is the ωB97M-V functional and the def2-TZVPD basis.

The energy above the lowest of the compared OMol25 structures with the same formula, charge and spin is 0.043 eV. The calculation puts the HOMO energy at -7.957 eV. The value obtained for the strongest force on any atom is 0.855 eV Å⁻¹. The value obtained for the frontier orbital gap is 0.2954 Eh. The total energy is -1700.63655 Ha. Its SMILES is CCN(CC)CCCCNc1ncc2cc(-c3cc(OC)cc(OC)c3)c(NC(=O)NC(C)(C)C)nc2n1. As for the spin multiplicity: 1.

Bonds (Å) are listed after each position.
Geometry (Å):
1 C -2.975 -1.060 -2.154  H2 1.088, H3 1.087, H4 1.086, C5 1.534
2 H -1.997 -1.498 -2.339  C1 1.088
3 H -3.321 -1.395 -1.180  C1 1.087
4 H -3.665 -1.425 -2.909  C1 1.086
5 C -2.847 0.469 -2.191  C1 1.534, N6 1.449, H78 1.093, H79 1.096
6 N -4.046 1.251 -1.970  C5 1.449, C7 1.445, C14 1.448
7 C -4.855 1.549 -3.130  N6 1.445, H8 1.096, H9 1.094, C10 1.535
8 H -5.520 2.373 -2.847  C7 1.096
9 H -4.184 1.923 -3.909  C7 1.094
10 C -5.712 0.417 -3.712  C7 1.535, H11 1.087, H12 1.086, H13 1.087
11 H -6.338 -0.027 -2.942  C10 1.087
12 H -5.091 -0.359 -4.152  C10 1.086
13 H -6.357 0.816 -4.491  C10 1.087
14 C -4.798 0.938 -0.772  N6 1.448, H15 1.103, C16 1.529, H77 1.095
15 H -5.203 -0.088 -0.769  C14 1.103
16 C -3.957 1.150 0.487  C14 1.529, C17 1.527, H75 1.090, H76 1.091
17 C -4.810 1.133 1.754  C16 1.527, H18 1.092, H19 1.093, C20 1.533
18 H -5.446 0.245 1.757  C17 1.092
19 H -5.460 2.011 1.776  C17 1.093
20 C -3.939 1.099 3.015  C17 1.533, N21 1.440, H73 1.094, H74 1.091
21 N -3.052 2.229 3.114  C20 1.440, C22 1.344, H72 1.008
22 C -1.798 2.222 2.629  N21 1.344, N23 1.323, N50 1.358
23 N -1.282 1.080 2.206  C22 1.323, C24 1.334
24 C -0.030 1.112 1.746  N23 1.334, N25 1.341, C48 1.425
25 N 0.479 -0.037 1.277  C24 1.341, C26 1.317
26 C 1.712 -0.075 0.817  N25 1.317, N27 1.360, C46 1.438
27 N 2.180 -1.242 0.298  C26 1.360, C28 1.415, H45 1.014
28 C 1.577 -2.518 0.195  N27 1.415, O29 1.214, N30 1.334
29 O 2.238 -3.415 -0.288  C28 1.214
30 N 0.323 -2.580 0.646  C28 1.334, H31 1.022, C32 1.459
31 H -0.048 -1.707 1.029  N30 1.022
32 C -0.487 -3.792 0.710  N30 1.459, C33 1.531, C37 1.532, C41 1.528
33 C -0.673 -4.362 -0.699  C32 1.531, H34 1.087, H35 1.086, H36 1.087
34 H -1.268 -5.270 -0.662  C33 1.087
35 H 0.297 -4.591 -1.129  C33 1.086
36 H -1.177 -3.637 -1.335  C33 1.087
37 C 0.205 -4.823 1.607  C32 1.532, H38 1.086, H39 1.088, H40 1.087
38 H 1.177 -5.072 1.191  C37 1.086
39 H 0.345 -4.419 2.607  C37 1.088
40 H -0.393 -5.728 1.674  C37 1.087
41 C -1.833 -3.384 1.305  C32 1.528, H42 1.087, H43 1.087, H44 1.088
42 H -2.490 -4.247 1.373  C41 1.087
43 H -2.309 -2.633 0.679  C41 1.087
44 H -1.698 -2.969 2.301  C41 1.088
45 H 3.130 -1.229 -0.054  N27 1.014
46 C 2.572 1.077 0.811  C26 1.438, C47 1.370, C53 1.473
47 C 2.048 2.263 1.253  C46 1.370, C48 1.406, H52 1.082
48 C 0.727 2.319 1.731  C24 1.425, C47 1.406, C49 1.406
49 C 0.062 3.457 2.219  C48 1.406, N50 1.304, H51 1.085
50 N -1.167 3.424 2.654  C22 1.358, C49 1.304
51 H 0.558 4.421 2.245  C49 1.085
52 H 2.654 3.159 1.261  C47 1.082
53 C 3.966 1.000 0.341  C46 1.473, C54 1.385, C58 1.395
54 C 4.846 0.081 0.889  C53 1.385, C55 1.397, H71 1.079
55 C 6.173 0.033 0.455  C54 1.397, C56 1.385, O66 1.357
56 C 6.602 0.905 -0.533  C55 1.385, C57 1.397, H65 1.077
57 C 5.715 1.833 -1.083  C56 1.397, C58 1.386, O60 1.361
58 C 4.401 1.885 -0.646  C53 1.395, C57 1.386, H59 1.078
59 H 3.695 2.586 -1.061  C58 1.078
60 O 6.250 2.639 -2.041  C57 1.361, C61 1.407
61 C 5.423 3.601 -2.649  O60 1.407, H62 1.089, H63 1.095, H64 1.095
62 H 6.053 4.116 -3.372  C61 1.089
63 H 4.581 3.135 -3.171  C61 1.095
64 H 5.043 4.324 -1.920  C61 1.095
65 H 7.612 0.905 -0.905  C56 1.077
66 O 6.956 -0.895 1.063  C55 1.357, C67 1.407
67 C 8.299 -1.010 0.660  O66 1.407, H68 1.089, H69 1.095, H70 1.094
68 H 8.720 -1.810 1.267  C67 1.089
69 H 8.854 -0.085 0.845  C67 1.095
70 H 8.379 -1.278 -0.398  C67 1.094
71 H 4.541 -0.587 1.679  C54 1.079
72 H -3.438 3.140 3.307  N21 1.008
73 H -4.573 1.078 3.906  C20 1.094
74 H -3.307 0.209 2.998  C20 1.091
75 H -3.197 0.374 0.570  C16 1.090
76 H -3.445 2.108 0.399  C16 1.091
77 H -5.651 1.625 -0.743  C14 1.095
78 H -2.444 0.767 -3.162  C5 1.093
79 H -2.116 0.765 -1.430  C5 1.096